{"formula": "C3H4N2O", "method": "ωB97M-V/def2-TZVPD", "de_lowest_kcal_mol": 68.2, "homo_energy_ev": -9.2126, "smiles": "On1ccnc1", "max_force_ha_per_bohr": 0.0874, "gap_ev": 9.760, "lumo_energy_ev": 0.55, "e_tot_ha": -301.3786, "total_charge": 0, "symbols": ["O", "N", "C", "C", "N", "C", "H", "H", "H", "H"], "coordinates": [[0.250, 1.557, -1.284], [0.058, 0.547, -0.321], [-0.092, -0.742, -0.731], [-0.244, -1.450, 0.407], [-0.245, -0.604, 1.490], [-0.046, 0.548, 0.971], [0.601, 2.295, -0.753], [0.227, -1.160, -1.681], [-0.547, -2.522, 0.514], [0.037, 1.532, 1.388]]}